H80O40 | the ωB97M-V functional and the def2-TZVPD basis

Bonds (Å) are listed after each position.
Atoms and positions in Å:
1 H 4.97263 3.47092 1.04686  O3 0.968
2 H 5.28523 2.13140 0.65781  O3 0.961
3 O 5.71745 2.85684 1.11617  H1 0.968, H2 0.961
4 H -2.25806 2.40945 4.98491  O6 0.961
5 H -1.24637 1.72297 4.21528  O6 0.965
6 O -1.30558 2.43596 4.86230  H4 0.961, H5 0.965
7 H 3.09808 4.24364 1.47174  O9 1.076
8 H 4.04944 5.35071 1.03234  O9 0.978
9 O 3.59317 4.60801 0.58846  H7 1.076, H8 0.978
10 H -1.72939 -4.58371 3.71461  O12 0.980
11 H -0.91368 -3.98923 2.85522  O12 0.970
12 O -1.72777 -3.69761 3.29568  H10 0.980, H11 0.970
13 H -1.10860 -2.69639 -3.86437  O15 0.957
14 H -2.00735 -3.87156 -3.27414  O15 0.961
15 O -1.89729 -2.92214 -3.37061  H13 0.957, H14 0.961
16 H 0.17639 2.72541 -1.08061  O17 0.989
17 O -0.38038 2.09555 -0.55899  H16 0.989, H95 0.952
18 H 0.39725 4.53734 4.02728  O19 0.962
19 O 1.09422 4.28752 4.64098  H18 0.962, H97 0.971
20 H 3.67830 -3.45239 -3.96934  O22 0.972
21 H 4.03398 -4.36424 -3.01292  O22 0.974
22 O 3.40885 -3.61768 -3.05040  H20 0.972, H21 0.974
23 H 1.76338 2.91640 1.61275  O25 0.935
24 H 1.40260 3.74647 2.86896  O25 0.973
25 O 1.98853 3.68575 2.09427  H23 0.935, H24 0.973
26 H -6.16059 -2.97366 -0.01797  O28 0.952
27 H -5.99763 -2.12237 -1.17340  O28 0.947
28 O -6.03882 -2.05374 -0.22986  H26 0.952, H27 0.947
29 H 1.60446 1.78563 4.90133  O31 0.979
30 H 0.39390 1.41743 5.42313  O31 0.969
31 O 1.31582 1.20687 5.63638  H29 0.979, H30 0.969
32 H -1.37730 0.70704 -3.55395  O33 0.972
33 O -1.54304 1.36133 -4.25371  H32 0.972, H98 0.986
34 H 3.23626 3.91711 -3.75035  O36 0.957
35 H 3.85850 4.27706 -2.37878  O36 0.967
36 O 4.06604 4.08798 -3.30434  H34 0.957, H35 0.967
37 H 2.62259 2.09052 -1.52341  O39 0.968
38 H 1.41703 1.81327 -2.24076  O39 0.983
39 O 1.83699 2.58455 -1.79825  H37 0.968, H38 0.983
40 H 4.27523 -2.32852 -1.76176  O42 0.952
41 H 2.96359 -2.87970 -1.23757  O42 0.966
42 O 3.76666 -2.41929 -0.96208  H40 0.952, H41 0.966
43 H -3.56639 0.36306 4.30580  O45 0.958
44 H -4.70650 1.41451 4.30429  O45 0.968
45 O -3.74613 1.30321 4.26059  H43 0.958, H44 0.968
46 H -0.44249 -0.28233 1.47375  O48 0.969
47 H 0.40833 0.06740 0.34285  O48 0.960
48 O 0.32975 0.26985 1.27751  H46 0.969, H47 0.960
49 H -2.52103 2.09685 -1.32185  O51 0.956
50 H -3.78329 1.22799 -1.79387  O51 0.956
51 O -2.93467 1.23511 -1.35275  H49 0.956, H50 0.956
52 H 1.99800 0.46547 2.39503  O53 0.977
53 O 2.25846 1.35245 2.71153  H52 0.977, H94 0.972
54 H -0.53716 -1.74653 5.09130  O56 0.924
55 H 0.38802 -1.31511 6.05874  O56 0.966
56 O -0.51374 -1.65729 6.01052  H54 0.924, H55 0.966
57 H 1.72576 -0.83070 3.94268  O58 0.967
58 O 1.58805 -1.63734 3.42748  H57 0.967, H96 0.955
59 H -2.03156 4.74001 1.14466  O61 0.956
60 H -0.89272 4.59151 2.33591  O61 0.947
61 O -1.43866 5.13331 1.78306  H59 0.956, H60 0.947
62 H 0.82026 -4.85382 4.33083  O64 0.983
63 H 0.84092 -5.82695 3.42617  O64 0.971
64 O 0.11796 -5.40210 3.91645  H62 0.983, H63 0.971
65 H -0.97881 -2.50752 0.78312  O67 0.960
66 H 0.24929 -1.82636 1.28155  O67 0.986
67 O -0.02725 -2.63540 0.79028  H65 0.960, H66 0.986
68 H 2.16487 0.55801 -4.77295  O70 0.954
69 H 1.96291 0.26053 -6.28882  O70 0.964
70 O 2.61852 0.38283 -5.59336  H68 0.954, H69 0.964
71 H 4.11823 -0.95258 -4.70615  O73 0.966
72 H 5.39389 -1.17785 -3.69687  O73 0.952
73 O 4.84518 -1.51118 -4.40034  H71 0.966, H72 0.952
74 H 4.18698 0.51059 -0.28589  O76 0.943
75 H 3.87688 -1.05255 -0.12002  O76 0.997
76 O 4.26242 -0.23048 0.29221  H74 0.943, H75 0.997
77 H -5.91241 -0.27047 2.25745  O79 0.944
78 H -4.31915 -0.13247 2.46937  O79 0.952
79 O -5.05127 -0.24133 1.87137  H77 0.944, H78 0.952
80 H -3.67408 2.38227 -3.95097  O82 0.931
81 H -2.49353 2.80781 -3.08937  O82 0.944
82 O -3.42422 2.90083 -3.21951  H80 0.931, H81 0.944
83 H -3.20466 -5.81875 -0.74152  O85 0.959
84 H -2.17872 -5.00552 0.19875  O85 0.961
85 O -2.95270 -5.57244 0.15051  H83 0.959, H84 0.961
86 H 6.20551 -2.23688 0.11147  O88 0.954
87 H 5.02882 -3.17353 0.22223  O88 0.939
88 O 5.91738 -3.05735 0.50421  H86 0.954, H87 0.939
89 H -4.37810 -2.21256 -4.15733  O90 0.968
90 O -4.71537 -2.16543 -3.25124  H89 0.968, H99 0.955
91 H 0.69047 3.57827 -3.09498  O93 0.972
92 H -0.17848 4.58760 -2.63749  O93 0.976
93 O -0.25217 3.64235 -2.86759  H91 0.972, H92 0.976
94 H 3.16759 1.49761 2.40134  O53 0.972
95 H 0.18269 2.10005 0.20874  O17 0.952
96 H 2.41649 -2.08307 3.26570  O58 0.955
97 H 0.49156 4.02866 5.35756  O19 0.971
98 H -0.69229 1.80187 -4.02270  O33 0.986
99 H -5.25847 -1.38090 -3.28293  O90 0.955
100 O 0.55100 -3.60745 -4.88086  H101 0.940, H102 0.948
101 H 0.64813 -2.75957 -5.27560  O100 0.940
102 H 0.13709 -4.23299 -5.46092  O100 0.948
103 O -1.31464 -0.89216 -1.36765  H104 0.961, H105 0.946
104 H -1.35492 -1.84150 -1.22237  O103 0.961
105 H -1.79342 -0.57941 -2.12072  O103 0.946
106 O 1.41446 -0.31395 -2.24926  H107 0.960, H108 0.963
107 H 0.50174 -0.41945 -1.97189  O106 0.960
108 H 1.87838 -0.91348 -1.65483  O106 0.963
109 O -4.43623 3.72171 1.89717  H110 0.958, H111 0.957
110 H -3.64393 3.95642 2.38132  O109 0.958
111 H -4.13865 2.86146 1.60228  O109 0.957
112 O -3.41706 -2.40469 -0.02804  H113 0.957, H114 0.961
113 H -3.47077 -2.55195 -0.97222  O112 0.957
114 H -4.12766 -2.07371 0.52817  O112 0.961
115 O -0.30457 -0.89830 -4.99122  H116 0.979, H117 0.961
116 H -0.47661 -0.33212 -4.21116  O115 0.979
117 H -1.11109 -0.77947 -5.50060  O115 0.961
118 O -2.51286 -0.57452 2.98663  H119 0.972, H120 0.964
119 H -2.22288 -1.27310 3.59727  O118 0.972
120 H -2.57946 -1.09593 2.17904  O118 0.964

* total charge: 0
* highest occupied orbital energy: -10.6 eV
* total energy: -83196.3107 eV
* relative energy (zero: lowest compared OMol25 entry of this formula, charge and spin): 917.1 kJ/mol
* frontier orbital gap: 9.9 eV

Atomic partial charges in e from the Löwdin method, atoms 1 to 4:
1 H -0.03
2 H -0.01
3 O -0.06
4 H 0.02